1.
Computed, not measured: the molecule C7H4, with wB97M-V/def2-TZVPD.

XYZ file:
```
11
Properties=species:S:1:pos:R:3:nbo_charge:R:1
C 1.0991 0.5444 -0.1593 -0.22
C 0.6072 -0.8048 -0.2363 -0.11
C -0.7371 -1.1615 0.2356 -0.31
C -1.5688 -0.1011 0.8258 -0.06
C -1.3549 -0.2790 -0.9434 -0.05
C -1.0640 0.8529 -0.0545 -0.01
C 0.1846 1.5349 0.0434 -0.20
H 2.1596 0.7144 -0.0694 0.23
H 1.2487 -1.6111 -0.5659 0.23
H -0.9493 -2.1975 0.4690 0.24
H 0.3748 2.5084 0.4548 0.24
```

Properties
F_max in eV/A: 2.81
E_HOMO (alpha / beta) in eV: -7.84 / -7.85
Gap between HOMO and LUMO (alpha / beta) in eV: 6.912 / 6.916
Relative energy (zero: lowest compared OMol25 entry of this formula, charge and spin) in kJ/mol: 367.6
Spin multiplicity: 1

---

2.
Computed, not measured: a cluster of 13 separate species, C7H40N14O13 in total, with wB97M-V/def2-TZVPD.

XYZ file:
```
74
Properties=species:S:1:pos:R:3:mulliken_charge:R:1
O 0.9693 -2.6292 3.3998 -0.65
H 0.5160 -1.7684 3.3742 0.37
H 1.8943 -2.4194 3.2508 0.29
O -3.2009 -2.0937 2.2409 -0.65
H -4.0466 -1.7406 2.5382 0.27
H -3.2102 -3.0170 2.5209 0.28
O -0.7900 -2.5128 -3.0829 -0.75
H -1.4975 -1.9769 -2.6871 0.40
H -0.0203 -1.9349 -3.2199 0.37
O -2.5444 -0.6053 -1.9629 -0.62
H -3.1311 0.1141 -2.2177 0.22
H -3.1385 -1.3065 -1.6362 0.26
O 1.5239 1.6985 3.4421 -0.59
H 0.8614 1.0133 3.2382 0.28
H 2.2654 1.2156 3.8161 0.30
O -3.3003 -2.7695 -0.4659 -0.72
H -2.4571 -3.2193 -0.3416 0.32
H -3.5795 -2.5141 0.4321 0.38
C 2.8508 -4.0902 -2.3588 0.50
O 3.3365 -5.1042 -1.8714 -0.69
N 2.6322 -2.9892 -1.6032 -0.15
N 2.6862 -3.7993 -3.6884 -0.29
H 2.7832 -3.0459 -0.6127 0.13
H 2.3017 -2.1409 -2.0344 0.21
H 2.1690 -2.9512 -3.8365 0.20
H 2.9367 -4.4696 -4.3904 0.17
C -0.0476 -0.3932 1.1388 0.40
O 0.1003 -0.2972 2.3660 -0.74
N 0.8750 -0.0387 0.2644 0.11
N -1.2645 -0.7130 0.6012 0.50
H 1.6348 0.5514 0.5859 0.27
H 0.6205 -0.0341 -0.7075 -0.11
H -1.3825 -0.7325 -0.4037 -0.11
H -1.9690 -1.0156 1.2546 -0.02
C 4.8233 0.1232 -2.3020 0.76
O 4.3175 0.5322 -1.2724 -0.62
N 5.5656 -0.9844 -2.3585 -0.39
N 4.6599 0.7254 -3.5121 -0.53
H 6.0736 -1.2696 -3.1757 0.15
H 5.6323 -1.5617 -1.5379 0.21
H 3.9847 1.4641 -3.5802 0.24
H 5.0159 0.2490 -4.3208 0.20
C 0.0737 3.5536 -0.2148 0.57
O 0.9144 3.5264 0.6788 -0.62
N 0.1978 4.2579 -1.3451 -0.41
N -1.1263 2.9313 -0.1170 -0.14
H -0.4640 4.2461 -2.0984 0.13
H 1.0269 4.8135 -1.4721 0.25
H -1.2921 2.3144 0.6672 -0.15
H -1.8272 3.1734 -0.7926 0.18
C -1.6174 1.4345 6.2686 0.39
O -1.4642 1.3750 7.4892 -0.71
N -2.6253 2.1065 5.6723 -0.31
N -0.7543 0.8486 5.4123 -0.12
H -3.2024 2.7200 6.2190 0.17
H -2.6616 2.1867 4.6699 0.20
H -0.9333 0.7772 4.4235 0.11
H 0.0328 0.3592 5.7978 0.18
C 1.1473 0.1132 -3.9304 0.56
O 1.3231 -0.9083 -3.2512 -0.53
N 0.0441 0.8389 -3.8724 -0.36
N 1.9882 0.4793 -4.9211 -0.47
H -0.6023 0.5718 -3.1453 0.10
H -0.0522 1.6529 -4.4492 0.18
H 1.8850 1.3216 -5.4546 0.18
H 2.8525 -0.0361 -4.8944 0.26
C -3.2744 1.9013 2.3266 1.00
O -2.1570 2.3135 2.6169 -0.73
N -3.5482 1.2301 1.1879 -0.21
N -4.3960 2.0523 3.0634 -0.44
H -2.7883 1.2131 0.5288 0.10
H -4.4716 0.9170 0.9626 0.20
H -4.4584 2.6214 3.8882 0.24
H -5.2195 1.5449 2.8021 0.12
```

Properties
F_max in eV/A: 2.49
E_HOMO in eV: -8.83
Gap between HOMO and LUMO in eV: 8.074
Relative energy (zero: lowest compared OMol25 entry of this formula, charge and spin) in kJ/mol: 173.2
Spin multiplicity: 1

---

3.
Computed, not measured: a cluster of 14 separate species, C7H42NO13 in total, with wB97M-V/def2-TZVPD.

XYZ file:
```
63
Properties=species:S:1:pos:R:3:nbo_charge:R:1
C -3.4832 -1.2995 0.3545 -0.65
C -1.9864 -0.9546 0.4128 -0.07
C -1.4634 -0.4961 -0.9302 -0.46
C 0.0897 -0.3390 -0.9355 -0.48
C 0.1910 -0.9086 -3.3675 -0.48
C 0.7578 -0.8818 -2.1567 0.04
C 2.1347 -1.3666 -1.9462 -0.74
N -1.8260 0.1545 1.4364 -0.76
H -4.0668 -0.4836 -0.0107 0.20
H -3.8774 -1.6374 1.2676 0.21
H -3.6340 -2.1216 -0.3613 0.28
H -1.3802 -1.8221 0.7813 0.26
H -1.7583 -1.2767 -1.7100 0.28
H -1.9314 0.3922 -1.2868 0.22
H 0.3023 0.7639 -0.8678 0.21
H 0.4798 -0.7777 -0.0590 0.22
H 0.6786 -1.3151 -4.2256 0.21
H -0.8246 -0.5665 -3.5360 0.20
H 2.2578 -1.9726 -1.0311 0.23
H 2.5477 -1.9901 -2.7697 0.23
H 2.8790 -0.5110 -1.8552 0.23
H -0.7776 0.4400 1.5262 0.45
H -2.4101 0.9997 1.1783 0.45
H -2.1450 -0.1448 2.4142 0.47
H -1.6092 -3.6759 -1.6133 0.49
H -2.7989 -3.9802 -2.4568 0.47
O -2.4993 -3.4127 -1.8040 -1.00
H 2.6047 -0.5902 1.2754 0.51
H 1.6848 -1.8638 1.4954 0.51
O 2.2645 -1.2405 1.9421 -1.00
H 2.7934 4.0914 1.1436 0.48
H 2.5309 3.0608 0.0203 0.51
O 2.5799 3.1413 0.9948 -1.00
H 1.1318 2.5863 1.6852 0.51
H 0.5846 1.5782 2.6974 0.51
O 0.3109 2.2516 2.0706 -1.04
H 0.4637 -3.2245 -2.1673 0.46
H 0.5780 -4.7926 -1.8304 0.35
O 0.1228 -3.9302 -1.5480 -1.29
H 1.5907 0.3648 4.4591 0.49
H 1.5493 -0.4319 2.9831 0.52
O 1.0103 0.2145 3.6672 -1.08
H -1.9882 2.8037 -0.6338 0.51
H -2.4779 3.6506 -1.8847 0.49
O -2.0144 2.8384 -1.6179 -0.99
H 0.5716 -3.7722 1.5179 0.47
H 0.3853 -3.2986 0.0310 0.50
O 0.4843 -2.9849 0.9450 -1.10
H 0.0921 1.6726 -3.4584 0.49
H -0.5678 2.6832 -2.4407 0.51
O 0.2619 2.4795 -2.9971 -1.01
H -1.7016 -1.0844 4.7416 0.49
H -0.6497 -0.1928 4.0511 0.51
O -1.5697 -0.3830 4.0688 -1.00
H -2.5395 3.5509 1.5873 0.50
H -1.1778 2.7392 1.4265 0.52
O -2.0615 2.8476 1.0631 -1.02
H 2.8527 1.1379 -0.5374 0.50
H 3.5996 1.2611 0.7619 0.49
O 3.2042 0.6005 0.2247 -0.99
H 1.6637 2.4233 -2.0627 0.52
H 3.1662 2.7198 -2.1587 0.49
O 2.4896 2.4532 -1.6005 -0.99
```

Properties
F_max in eV/A: 2.93
E_HOMO (alpha / beta) in eV: -1.99 / -9.42
Gap between HOMO and LUMO (alpha / beta) in eV: 1.833 / 9.188
Relative energy (zero: lowest compared OMol25 entry of this formula, charge and spin) in kJ/mol: 57.6
Spin multiplicity: 2
⟨S²⟩: 0.75

---

4.
Computed, not measured: a structure of composition C7H4BiNO4Te4, with wB97M-V/def2-TZVPD.

XYZ file:
```
21
Properties=species:S:1:pos:R:3:nbo_charge:R:1
Bi -1.9526 -1.0046 -0.5537 1.51
O -1.2700 -0.5496 3.5607 -0.68
C -1.1365 -0.6477 2.2154 0.57
O -2.2111 -1.0858 1.5630 -0.84
C 0.0115 -0.3722 1.5715 -0.10
C 1.2466 0.0955 2.1646 -0.12
C 2.3383 0.3094 1.4198 -0.27
C 2.2773 0.1166 -0.0237 -0.20
C 1.1328 -0.2962 -0.5809 0.04
N -0.0030 -0.6027 0.1581 -0.73
C 0.9977 -0.3447 -2.0516 0.77
O 1.8884 -0.2809 -2.8815 -0.61
O -0.2625 -0.4095 -2.4941 -0.80
H -2.2058 -0.6799 3.7576 0.49
H 1.2527 0.2701 3.2336 0.23
H 3.2531 0.6650 1.8739 0.22
H 3.1217 0.3238 -0.6657 0.24
Te -0.0993 -0.0780 -4.5343 0.63
Te -2.7666 0.3716 -4.4261 -0.08
Te -2.5251 2.5894 -2.8858 0.01
Te -3.0877 1.6105 -0.4208 -0.30
```

Properties
F_max in eV/A: 0.65
E_HOMO in eV: -6.26
Gap between HOMO and LUMO in eV: 5.155
Relative energy (zero: lowest compared OMol25 entry of this formula, charge and spin) in kJ/mol: 251.5
Spin multiplicity: 1

---

5.
Computed, not measured: the molecule C7H4Cl3F3, with wB97M-V/def2-TZVPD.

XYZ file:
```
17
Properties=species:S:1:pos:R:3:nbo_charge:R:1
C 1.7676 2.1113 0.0096 -0.67
C 1.7479 0.6758 0.3871 0.00
Cl 2.8717 0.3257 1.6196 0.05
C 1.0129 -0.3031 -0.1005 -0.17
Cl 1.3130 -1.8930 0.4597 0.05
C -0.1442 -0.0963 -1.0846 0.36
F 0.2014 0.6463 -2.1645 -0.30
C -1.3534 -0.6478 -1.0302 0.27
F -2.1267 -0.3538 -2.1959 -0.33
C -1.9686 -1.4734 -0.0363 -0.19
Cl -2.8605 -2.8495 -0.6234 0.04
C -1.9749 -1.3088 1.3051 0.28
F -1.3958 -0.2695 1.9548 -0.31
H 2.1207 2.1563 -1.0553 0.25
H 2.4941 2.7613 0.6302 0.25
H 0.7332 2.5715 0.0019 0.24
H -2.4384 -2.0530 1.9226 0.19
```

Properties
F_max in eV/A: 3.11
E_HOMO in eV: -9.25
Gap between HOMO and LUMO in eV: 9.129
Spin multiplicity: 1

---

6.
Computed, not measured: a structure of composition C7H4ClF5O3S4SbTcTe, with wB97M-V/def2-TZVPD.

XYZ file:
```
27
Properties=species:S:1:pos:R:3:nbo_charge:R:1
Tc 1.7474 4.1095 1.0925 1.06
S 2.0602 7.7098 4.0277 0.39
Sb 1.7719 7.8645 1.6257 1.52
S 1.5900 4.3301 3.2068 0.58
S 0.6882 6.0594 0.4971 -0.42
S 1.4914 9.8163 0.7187 -0.43
F 3.5973 7.0489 1.3813 -0.72
Te 5.0534 5.1937 1.7092 2.62
F 6.2100 3.7672 1.5786 -0.61
F 3.2867 6.6466 4.0897 -0.49
F 2.8099 3.4147 3.7852 -0.49
F 5.7030 5.8922 0.1488 -0.58
O 3.6696 4.2687 0.9002 -1.09
Cl -4.3713 -8.9970 -2.9475 0.16
C -3.7344 -7.5084 -2.4459 0.08
C -2.4256 -7.1699 -2.8147 -0.24
C -1.8971 -5.9721 -2.4139 -0.07
C -2.7026 -5.1069 -1.6372 -0.35
C -4.0249 -5.4455 -1.2671 -0.07
C -4.5305 -6.6511 -1.6750 -0.24
C -2.1907 -3.8915 -1.2311 0.93
O -1.7954 -2.8882 -0.9138 -0.26
O 0.8879 2.7737 0.7706 -0.35
H -1.8449 -7.8574 -3.4128 0.27
H -0.8900 -5.6907 -2.6896 0.26
H -4.6241 -4.7691 -0.6725 0.26
H -5.5355 -6.9474 -1.4108 0.27
```

Properties
F_max in eV/A: 0.25
E_HOMO in eV: -14.44
Gap between HOMO and LUMO in eV: 6.919
Relative energy (zero: lowest compared OMol25 entry of this formula, charge and spin) in kJ/mol: 17.4
Spin multiplicity: 1
Total charge: +2

---

7.
Computed, not measured: a structure of composition C7H4CuF5OSSe3Te, with wB97M-V/def2-TZVPD.

XYZ file:
```
23
Properties=species:S:1:pos:R:3:nbo_charge:R:1
Cu 0.1959 0.7387 -0.5554 0.69
Se -1.2883 1.8913 1.0752 -0.56
Se -3.4601 1.3291 0.5508 -0.16
Te -3.4164 -0.5728 -1.0490 0.37
Se -1.1574 -0.8343 -1.8156 -0.50
C 1.7765 -0.4385 2.0327 -0.26
O 0.6514 -0.8341 1.2635 -0.75
H 1.8638 -1.0232 2.9534 0.15
H 1.7322 0.6259 2.2822 0.17
H 2.6564 -0.6039 1.4148 0.20
H -0.1439 -0.5610 1.7399 0.49
F 3.6815 2.5744 -6.5362 -0.31
C 3.3567 2.3286 -5.2557 0.23
C 4.3298 1.9880 -4.3324 0.29
F 5.6100 1.8952 -4.7232 -0.31
C 3.9749 1.7410 -3.0191 0.29
F 4.9738 1.4101 -2.1847 -0.31
C 2.6613 1.8163 -2.5514 -0.25
S 2.3013 1.5293 -0.8581 -0.46
C 1.7168 2.1642 -3.5116 0.31
F 0.4234 2.2863 -3.1817 -0.30
C 2.0430 2.4155 -4.8343 0.26
F 1.0894 2.7556 -5.7137 -0.30
```

Properties
F_max in eV/A: 0.41
E_HOMO (alpha / beta) in eV: -4.38 / -4.31
Gap between HOMO and LUMO (alpha / beta) in eV: 6.601 / 5.072
Relative energy (zero: lowest compared OMol25 entry of this formula, charge and spin) in kJ/mol: 0.0
Spin multiplicity: 2
Total charge: -1
⟨S²⟩: 0.76

---

8.
Computed, not measured: a cluster of 2 separate species, C7H4N2O4S in total, with wB97M-V/def2-TZVPD.

XYZ file:
```
18
Properties=species:S:1:pos:R:3:nbo_charge:R:1
C -0.2836 -1.7324 -0.9615 -0.20
C 0.5352 -2.0490 0.0571 -0.19
C -0.3381 -0.4194 -1.4374 -0.15
C 1.2021 -1.0477 0.7673 -0.18
C 0.1999 0.6055 -0.7652 -0.20
C 0.9962 0.3382 0.3137 -0.21
C 0.0805 2.0671 -1.0679 0.78
N -2.6067 0.0869 1.5170 0.44
N -1.5979 0.5105 1.4136 -0.11
O -0.4973 2.5992 -1.9695 -0.52
O -3.7083 -0.2687 1.6206 -0.34
O 2.8818 1.8554 1.1306 -0.90
O 0.7880 2.7355 -0.1748 -0.67
S 1.4254 1.8969 1.1245 1.53
H -0.6878 -2.5585 -1.4076 0.22
H 0.7842 -3.0541 0.4764 0.23
H -0.9295 -0.4430 -2.3282 0.24
H 1.7559 -1.1222 1.6913 0.23
```

Properties
F_max in eV/A: 4.56
E_HOMO in eV: -10.15
Gap between HOMO and LUMO in eV: 9.964
Relative energy (zero: lowest compared OMol25 entry of this formula, charge and spin) in kJ/mol: 0.0
Spin multiplicity: 1

---

9.
Computed, not measured: the ion C7H4NO5P with charge -2, with wB97M-V/def2-TZVPD.

XYZ file:
```
18
Properties=species:S:1:pos:R:3:nbo_charge:R:1
O 1.0924 1.7090 -1.9306 -0.71
C 1.6761 1.0362 -1.0930 0.73
O 2.7010 1.4603 -0.3973 -0.75
P 2.6830 0.0585 0.9438 1.96
O 4.0081 -0.5851 0.7423 -1.17
O 2.3693 0.7776 2.2289 -1.20
C 1.3116 -0.4235 -0.7581 0.09
O 1.8748 -1.3029 -1.5280 -0.78
C -0.1809 -0.5204 -0.4344 0.22
C -0.5652 0.3725 0.6483 -0.21
C -1.8965 0.4069 1.0395 -0.21
C -2.7810 -0.4165 0.2883 -0.31
C -2.2790 -1.0734 -0.8106 0.02
N -1.0272 -1.2444 -1.1185 -0.43
H 0.1298 0.9859 1.1183 0.25
H -2.1279 0.8983 1.8692 0.18
H -3.8863 -0.5006 0.5331 0.18
H -3.1020 -1.6386 -1.3412 0.14
```

Properties
F_max in eV/A: 5.31
E_HOMO in eV: 0.45
Gap between HOMO and LUMO in eV: 5.153
Relative energy (zero: lowest compared OMol25 entry of this formula, charge and spin) in kJ/mol: 46.1
Spin multiplicity: 1
Total charge: -2

---

10.
Computed, not measured: a structure of composition C7H5BF4NO4Pd, with wB97M-V/def2-TZVPD.

XYZ file:
```
23
Properties=species:S:1:pos:R:3:mulliken_charge:R:1
Pd 0.6434 -0.0166 -0.3369 0.69
O 4.7462 0.2687 -0.1410 -0.38
C 3.4553 0.1750 0.0140 0.57
O 2.6375 0.9789 -0.4106 -0.55
C 3.0107 -1.0050 0.8306 0.30
C 3.8111 -1.8684 1.5568 -0.40
C 3.1928 -2.8532 2.3180 -0.65
C 1.8030 -2.9418 2.3413 -0.58
C 1.0646 -2.0511 1.5837 0.92
N 1.6830 -1.1194 0.8509 -0.13
C -0.4333 -1.9079 1.4739 0.86
O -1.2400 -2.7358 2.0763 -0.40
O -0.8919 -0.9684 0.8349 -0.56
H 4.9657 1.0531 -0.6760 0.42
H 4.8859 -1.7616 1.5220 0.54
H 3.7862 -3.5463 2.8975 0.47
H 1.3251 -3.6982 2.9494 0.23
H -0.7954 -3.4581 2.5408 0.31
F 1.4198 -0.1833 -2.7242 -0.29
B 0.0249 -0.1351 -2.8395 0.61
F -0.3265 0.9642 -1.7569 -0.45
F -0.5224 -1.2669 -2.2449 -0.30
F -0.4568 0.2289 -4.0172 -0.24
```

Properties
F_max in eV/A: 0.80
E_HOMO in eV: -14.88
Gap between HOMO and LUMO in eV: 9.150
Spin multiplicity: 1
Total charge: +1

---

The highest F_max belongs to which entry? C7H4NO5P

---

Which value of F_max does entry 6 give? 0.25 eV/A